[1]
A structure of composition C25H32N3O2P2RuSi at a distorted geometry. Source: the OMol25 dataset; level of theory: ωB97M-V with the def2-TZVPD basis set.

Properties
2S+1: 6
E_LUMO (spin up / spin down), eV: -6.26 / -7.81
Total charge: +2
Maximum force, eV/A: 1.215
Kohn-Sham gap (spin up / spin down), eV: 6.75 / 7.27

Positions of all 66 atoms, in Å:
C 3.6573 -0.1108 0.6106
H 0.9693 1.2997 4.6619
H 3.5641 0.6592 1.3772
H 4.0876 -0.4434 -2.4329
C -3.8590 -1.8185 -0.6354
H 4.9363 1.5424 -1.6180
C -4.2095 -3.2061 -0.7652
C 0.2531 -1.7154 3.1943
H -1.9425 1.6478 2.7799
H 4.6845 -0.1193 0.2430
C -3.2564 -4.1609 -0.7518
C 1.8800 2.9642 -1.1747
H 2.2761 0.6019 3.7064
C 0.7482 -2.9764 -0.3076
C 3.0850 -0.7546 -2.1377
C 2.8628 1.9675 -1.2066
C 4.4847 3.5973 -1.9447
O -4.9614 -5.6791 -1.0591
H 1.4731 5.0545 -1.5112
H -0.6701 2.5028 -2.9654
C -3.0626 0.7593 -0.3624
C -0.2199 3.7868 0.6195
H 3.4407 -1.0797 1.0620
C -4.4289 0.4987 -0.4833
H -5.1350 1.3150 -0.4627
H -1.8095 0.7086 4.2581
C 1.3258 1.1333 3.6413
C 3.5106 4.5855 -1.9134
C -2.5142 -1.4699 -0.5047
H 5.4948 3.8404 -2.2433
H 2.4136 -0.6381 -2.9876
C -4.8308 -0.8054 -0.6261
N -2.1271 -0.1785 -0.3783
Si 0.0388 0.0946 2.7737
H 0.2763 -1.8139 4.2839
N -0.2200 -2.0792 -0.3417
C -1.8402 -3.8577 -0.6155
H 1.5115 2.1134 3.2027
H -1.2539 3.6694 0.9454
H -0.5260 4.1796 -2.4057
C 0.5130 -4.3430 -0.4397
O -2.9726 -6.4726 -0.9222
C -1.5001 -2.5000 -0.4909
P 0.1637 2.5966 -0.7020
C -0.8249 3.1708 -2.1186
C -0.7747 -4.7881 -0.5977
H 1.7552 -2.6031 -0.1606
H 3.1213 -1.8077 -1.8601
H 3.7581 5.6012 -2.1889
H -2.7141 1.7779 -0.2408
H -2.4479 -0.0496 2.7998
P 2.4936 0.2510 -0.7430
C 2.2183 4.2691 -1.5302
H -5.8774 -1.0593 -0.7270
N -3.7786 -5.5713 -0.8750
H 0.4357 3.6176 1.4737
H -0.9754 -5.8386 -0.7045
H -1.8855 3.1861 -1.8705
H -0.5705 -2.3276 2.8253
C 4.1609 2.2980 -1.5927
Ru 0.0972 0.1712 0.1701
C -1.7039 0.6571 3.1703
H 1.3405 -5.0367 -0.4168
H 1.1892 -2.1304 2.8168
H -0.0810 4.8092 0.2667
H -5.2469 -3.4931 -0.8660


[2]
A structure of composition C2H6N3O at a distorted geometry. Source: the OMol25 dataset; level of theory: ωB97M-V with the def2-TZVPD basis set.

Properties
E_LUMO, eV: -5.46
Total charge: +1
Maximum force, eV/A: 4.562
Kohn-Sham gap, eV: 10.30

Positions of all 12 atoms, in Å:
N -2.9252 -0.0757 -0.2859
H 1.1945 0.6278 1.4706
H 0.6104 2.3212 -0.0565
C 1.2401 -0.9509 -0.1701
C 0.8035 0.4335 0.4011
H 1.0288 -0.9247 -1.2415
H 0.8399 -1.6789 0.4202
H -3.0830 -0.3413 -1.1964
O 0.8585 1.4630 -0.3892
N -1.9039 0.0585 0.2353
N -0.9735 0.0251 0.8803
H 2.3101 -0.9577 -0.0680